The following is a DFT calculation (the ωB97M-V functional and the def2-TZVPD basis) of a molecular structure, C55H72As2BrN3O7P2W.

The HOMO energy comes out at -16.729 eV. As for the LUMO energy: -0.375 Ha. The spin multiplicity is 1. The energy relative to the best compared isomer or geometry (same formula, charge and spin) is 0.0 kJ/mol. As for the largest force on an atom: 0.0091 Eh/bohr. The total charge is +4.

The geometry in XYZ format:
```
143
Properties=species:S:1:pos:R:3:forces:R:3
W 0.2625 0.6322 0.7573 -0.28 -0.30 -0.23
N 0.7594 0.3209 -1.4743 -0.19 -0.03 -0.03
C 1.7864 1.1343 -2.0715 0.00 -0.01 -0.02
C 1.9538 1.2755 -3.4167 -0.02 0.03 0.09
C 3.0346 2.0357 -3.9069 0.01 0.04 -0.04
C 3.9266 2.6047 -3.0428 -0.01 0.00 0.01
C 3.7661 2.4561 -1.6440 -0.02 0.00 0.08
C 4.6803 2.9704 -0.6997 -0.10 -0.06 -0.03
C 4.4576 2.7306 0.6281 0.00 -0.01 -0.03
C 3.3096 2.0318 1.0207 -0.21 -0.08 -0.23
N 2.3974 1.5549 0.1773 0.36 -0.06 0.15
C 2.6564 1.7315 -1.1596 0.07 0.03 0.10
H 1.0295 -0.6616 -1.5527 -0.06 0.11 -0.04
H -0.0989 0.4267 -2.0133 0.02 -0.02 0.01
H 1.2707 0.7959 -4.1070 -0.02 -0.02 -0.01
H 3.1634 2.1480 -4.9748 0.01 0.01 -0.01
H 4.7715 3.1705 -3.4137 0.01 0.01 -0.01
H 5.5453 3.5293 -1.0329 0.02 0.02 0.00
H 5.1378 3.0830 1.3896 0.02 0.01 0.01
H 3.1511 1.8840 2.0783 0.00 -0.02 -0.03
C 2.9012 0.9985 5.8888 0.02 -0.02 0.00
C 2.1855 1.3081 4.6103 -0.03 0.09 -0.04
C 1.7342 2.6272 4.3352 -0.01 -0.13 -0.04
C 1.0443 2.9474 3.1864 -0.08 0.08 -0.03
C 0.8305 1.8935 2.3006 0.21 -0.12 0.19
Br -1.8777 1.7797 1.9815 0.01 -0.09 0.17
N 1.2568 0.6897 2.5532 -0.11 0.28 0.16
C 1.9138 0.3297 3.6825 0.02 -0.05 -0.07
H 2.2306 1.1367 6.7384 -0.01 0.01 0.01
H 3.7441 1.6743 6.0335 0.01 0.00 0.00
H 3.2691 -0.0254 5.9084 0.00 -0.01 0.00
H 1.9332 3.3993 5.0692 0.00 0.02 0.00
H 0.6788 3.9442 2.9971 0.01 -0.01 0.03
H 2.1984 -0.7080 3.8027 -0.01 0.07 0.02
C -5.6955 -1.8728 -1.2739 0.00 -0.01 0.01
C -5.3415 -0.5049 -0.7541 0.03 0.03 -0.04
C -5.8207 0.6360 -1.6140 -0.04 0.01 0.04
O -3.8329 -0.4844 -0.5961 -0.01 -0.01 0.02
P -2.6157 0.2855 -1.1008 -0.02 0.05 -0.11
O -1.4108 -0.1650 -0.2674 -0.02 0.04 0.05
C -2.8486 2.0665 -1.0709 -0.03 -0.05 -0.01
P -1.3166 3.0105 -1.1454 -0.02 -0.12 -0.04
O -0.2120 2.3392 -0.3364 -0.03 0.34 0.01
O -1.7656 4.3976 -0.6792 0.03 0.01 0.00
C -1.0729 5.6505 -0.2266 0.03 0.02 -0.01
C -0.4479 5.3865 1.1189 -0.03 -0.03 -0.02
C -0.1006 6.1185 -1.2774 -0.03 -0.01 -0.01
O -0.8049 2.9892 -2.6137 0.11 -0.03 0.06
C -1.4138 3.7130 -3.7748 -0.05 0.01 -0.05
C -2.2709 2.7407 -4.5511 -0.02 0.01 0.01
C -0.2715 4.2580 -4.5966 -0.04 0.01 0.06
O -2.3330 0.0253 -2.6139 0.08 0.00 0.05
C -2.5517 -1.2477 -3.3628 -0.02 -0.02 -0.01
C -1.2117 -1.6745 -3.9152 -0.02 0.03 0.01
C -3.5660 -0.9670 -4.4439 -0.01 -0.01 0.01
H -6.7660 -2.0309 -1.1426 -0.02 0.01 -0.03
H -5.1753 -2.6487 -0.7146 -0.02 -0.02 0.02
H -5.4702 -1.9711 -2.3367 0.02 0.00 0.01
H -5.6722 -0.3808 0.2761 0.02 -0.03 -0.01
H -5.3733 0.6079 -2.6091 -0.01 0.03 0.04
H -5.6495 1.6067 -1.1514 0.01 0.02 0.00
H -6.8985 0.5308 -1.7427 -0.01 0.00 0.00
H -3.3857 2.3426 -0.1643 0.04 -0.01 -0.03
H -3.4605 2.3372 -1.9329 -0.01 0.01 0.00
H -1.9161 6.3322 -0.1385 0.04 0.00 0.01
H 0.3888 4.6890 1.0196 -0.05 0.04 -0.05
H -1.1886 4.9867 1.8115 0.04 -0.02 0.03
H -0.0685 6.3252 1.5226 -0.01 0.02 0.00
H 0.7024 5.3913 -1.4172 0.03 -0.03 -0.03
H 0.3498 7.0535 -0.9442 -0.01 0.01 0.00
H -0.5959 6.3136 -2.2270 0.00 -0.02 -0.02
H -2.0151 4.5194 -3.3528 -0.01 0.03 0.00
H -1.6543 1.9493 -4.9799 0.00 -0.01 0.01
H -2.7540 3.2734 -5.3697 0.00 0.01 -0.02
H -3.0530 2.2849 -3.9440 0.02 0.03 -0.06
H 0.3285 3.4399 -4.9935 0.03 -0.03 -0.02
H 0.3682 4.9217 -4.0196 0.01 0.01 0.04
H -0.6738 4.8199 -5.4393 -0.01 0.01 0.00
H -2.9351 -1.9717 -2.6404 0.01 -0.01 -0.03
H -0.7921 -0.8754 -4.5286 0.01 0.00 -0.03
H -1.3402 -2.5496 -4.5519 0.00 -0.02 0.01
H -0.5041 -1.9324 -3.1260 0.02 0.01 0.05
H -3.1693 -0.2573 -5.1701 0.00 0.01 0.00
H -4.4944 -0.5717 -4.0351 0.03 -0.04 -0.04
H -3.7996 -1.8939 -4.9678 0.00 -0.01 -0.02
O 1.2015 -1.1655 0.5714 -0.02 0.10 0.19
As 2.3376 -2.3819 0.1246 0.11 -0.15 -0.16
C 3.8434 -2.4152 1.2862 -0.02 0.04 0.00
C 4.6868 -3.5259 1.2593 0.00 0.01 -0.03
C 5.8543 -3.5081 2.0079 -0.01 0.01 0.01
C 6.1865 -2.3879 2.7593 -0.02 0.00 -0.01
C 5.3637 -1.2686 2.7492 0.01 -0.02 0.00
C 4.1941 -1.2773 2.0052 -0.08 0.04 -0.03
C 3.0210 -1.9551 -1.6150 0.03 -0.05 0.07
C 4.1286 -1.1056 -1.6774 0.00 -0.01 0.05
C 4.7145 -0.8303 -2.9015 0.00 -0.05 -0.03
C 4.1975 -1.3947 -4.0619 0.02 -0.01 0.03
C 3.1001 -2.2429 -4.0006 0.00 -0.01 0.00
C 2.5140 -2.5370 -2.7765 -0.04 -0.02 0.01
C 1.3353 -4.0009 0.1026 0.03 0.05 -0.03
C 1.6766 -5.0848 0.9049 0.04 0.03 0.00
C 0.8806 -6.2224 0.8872 0.00 0.00 0.00
C -0.2496 -6.2712 0.0845 0.01 0.02 0.00
C -0.6026 -5.1760 -0.6975 0.03 0.00 0.01
C 0.1865 -4.0384 -0.6890 0.00 0.04 -0.02
H 4.4627 -4.3928 0.6507 -0.01 -0.01 -0.01
H 6.5091 -4.3684 1.9975 0.01 -0.01 0.00
H 7.0982 -2.3824 3.3408 0.02 0.00 0.01
H 5.6428 -0.3882 3.3130 0.01 0.01 0.01
H 3.5633 -0.3988 1.9667 0.06 -0.08 -0.02
H 4.5637 -0.6980 -0.7710 -0.01 0.01 0.00
H 5.5938 -0.2023 -2.9499 0.01 0.01 0.00
H 4.6723 -1.1983 -5.0139 0.01 0.00 -0.02
H 2.7276 -2.7137 -4.9004 -0.01 0.00 -0.01
H 1.7063 -3.2565 -2.7350 -0.02 0.00 0.01
H 2.5370 -5.0524 1.5589 0.02 0.00 0.00
H 1.1454 -7.0699 1.5038 0.01 -0.01 0.01
H -0.8606 -7.1633 0.0694 -0.01 -0.01 0.00
H -1.4897 -5.2178 -1.3148 -0.01 0.00 -0.01
H -0.1111 -3.1733 -1.2716 -0.02 0.00 -0.02
C -0.2440 -2.8008 2.6708 -0.02 0.05 0.14
As -1.0647 -1.0534 2.5460 0.14 -0.16 -0.04
C -0.9818 -0.4931 4.3999 -0.05 0.03 -0.01
C -2.9392 -1.5189 2.1522 0.04 0.01 -0.09
C -3.6746 -1.8960 3.4018 0.05 -0.01 0.04
C -4.3330 -0.9165 4.1447 0.00 -0.01 -0.01
C -4.9947 -1.2533 5.3147 0.00 -0.03 0.01
C -4.9988 -2.5713 5.7571 0.02 0.00 -0.03
C -4.3510 -3.5524 5.0187 -0.02 0.02 0.01
C -3.6906 -3.2161 3.8450 -0.01 0.03 0.02
H -0.7562 -3.3205 3.4846 0.00 0.07 -0.01
H 0.8173 -2.7305 2.9146 -0.06 0.01 -0.06
H -0.3890 -3.3508 1.7471 0.01 0.01 0.02
H -1.7741 -1.0289 4.9233 -0.02 0.00 -0.04
H -1.1486 0.5755 4.5027 0.04 0.01 0.01
H -0.0247 -0.7848 4.8276 -0.06 -0.01 -0.04
H -2.8728 -2.3544 1.4521 0.03 0.05 -0.02
H -3.3924 -0.6732 1.6473 0.05 -0.02 0.10
H -4.3332 0.1132 3.8019 0.01 0.00 0.00
H -5.5146 -0.4922 5.8802 -0.01 0.01 0.01
H -5.5170 -2.8339 6.6690 -0.01 0.00 0.00
H -4.3726 -4.5812 5.3499 0.00 -0.02 0.01
H -3.2123 -3.9923 3.2576 0.02 -0.01 -0.01
```
Forces are in eV/Å.